Here is a 2-piece molecular cluster, C2H2FNO2 overall in a non-equilibrium geometry from the Open Molecules 2025 dataset. Energies are from the ωB97M-V functional and the def2-TZVPD basis.

Properties
Gap between HOMO and LUMO = 12.2 eV
Spin multiplicity = 1
LUMO = 0.70 eV
Energy relative to the best compared isomer or geometry (same formula, charge and spin) = 55.86 kcal/mol

```
8
C2H2FNO2 | the Open Molecules 2025 dataset | the ωB97M-V functional and the def2-TZVPD basis
C 0.57586 -1.33511 -1.24151
C -0.47170 1.06740 0.47350
N -0.30375 -0.13441 0.72593
O 1.58127 -1.60665 -0.73740
O -0.32898 -0.93583 -1.77949
F 0.19439 -0.44995 1.98752
H -0.37291 1.97258 1.02731
H -0.87417 1.42196 -0.45587
```

The molecule's natural (NBO) atomic charges, reported in e, are given here:
1 C 1.0370
2 C -0.1235
3 N -0.0277
4 O -0.5265
5 O -0.5163
6 F -0.2452
7 H 0.1912
8 H 0.2109